Here is C10H3BBr4ClF4O6OsS5 as an isolated structure at a distorted geometry from OMol25. Energies are from the ωB97M-V functional and the def2-TZVPD basis.

As for the total charge: -1. The calculation puts the HOMO energy (alpha / beta) at -5.80 / -6.07 eV. As for the multiplicity: 5. Its expectation value of S² is 6.04. The LUMO energy (alpha / beta) is 0.05735 / -0.00643 Eh.

Structure (XYZ):
```
35
C10H3BBr4ClF4O6OsS5 (the ωB97M-V functional and the def2-TZVPD basis)
Os -1.28689 -1.41898 0.03485
Br 4.07321 -5.73718 -0.63675
C 3.00021 -4.20768 -0.50215
C 3.58101 -2.94658 -0.62365
Br 5.42811 -2.79498 -0.88935
C 2.79831 -1.80118 -0.55715
Br 3.55571 -0.09588 -0.75995
C 1.42201 -1.89638 -0.34565
O 0.61191 -0.88108 -0.29785
C 0.83521 -3.19398 -0.16415
O -0.44319 -3.21288 0.06995
C 1.63501 -4.33388 -0.27855
Br 0.79961 -6.01088 -0.13495
O -2.13689 -1.60588 2.37805
Cl -3.27119 -2.33378 1.87805
O -4.45689 -1.83408 2.43795
O -3.11259 -3.70488 2.12685
O -3.28509 -2.10298 0.43665
C -2.19689 3.24632 1.10065
S -1.24889 4.77812 0.98635
C 0.26661 4.35412 0.25715
C 1.01041 3.19212 0.36475
S 0.64421 1.81212 1.23975
S 2.58331 3.26972 -0.45755
C 2.51691 4.93032 -0.94845
S 3.74251 5.72142 -1.68295
S 0.98341 5.69462 -0.58645
H -3.20619 3.55192 1.35845
H -1.79279 2.59472 1.86885
H -2.18299 2.75912 0.13455
F -2.17929 0.50352 -0.17215
B -2.18879 0.88352 -1.63435
F -1.24659 1.84182 -1.80965
F -3.42179 1.30322 -1.96095
F -1.83059 -0.32348 -2.23015
```


Here is C10H40BeN20O14S as an isolated structure at a distorted geometry from OMol25. Energies are from the ωB97M-V functional and the def2-TZVPD basis.

The calculation puts the HOMO energy at -9.12 eV. The LUMO energy is -0.18883 Eh.

Structure (XYZ):
```
86
C10H40BeN20O14S (the ωB97M-V functional and the def2-TZVPD basis)
Be -0.38612 0.51191 -3.63708
S 0.40409 0.48501 -0.62931
O -0.70505 1.18738 -1.25710
O 0.90679 -0.43894 -1.69174
O 1.48382 1.38428 -0.22430
O -0.01715 -0.30153 0.54135
C -0.43700 2.71958 2.76724
O -0.79549 3.54806 3.60615
N -0.37679 1.39494 3.06227
N 0.15663 2.98399 1.57582
H 0.02407 0.78911 2.36979
H -1.10615 0.99913 3.62877
H 0.69275 2.33461 0.99620
H -0.08509 3.90841 1.24885
C 2.99797 1.53995 -3.52763
O 1.82121 1.29103 -3.84749
N 3.44644 1.34627 -2.27214
N 3.91278 2.16356 -4.31673
H 2.79317 1.24262 -1.50939
H 4.44515 1.37150 -2.16528
H 4.65046 2.64635 -3.83171
H 3.52912 2.77989 -5.01986
C -3.66217 -2.16962 2.94360
O -3.84705 -3.08070 2.13533
N -4.13263 -2.21910 4.20123
N -3.04645 -1.00033 2.61996
H -4.75942 -2.95985 4.46136
H -3.82642 -1.49640 4.82890
H -2.49326 -1.10200 1.78217
H -3.17516 -0.08595 3.01116
C 3.70416 -2.48522 -2.35216
O 4.65447 -3.15748 -2.77327
N 3.08908 -2.72081 -1.16416
N 3.07044 -1.52360 -3.04874
H 2.29225 -2.19293 -0.86528
H 3.44689 -3.45931 -0.58235
H 2.21158 -1.14377 -2.65270
H 3.25898 -1.49007 -4.03671
C 3.77858 -0.41841 2.16558
O 4.68980 -0.52329 2.99274
N 3.65016 0.70861 1.46365
N 2.81405 -1.36582 2.04446
H 2.80713 0.91969 0.91454
H 4.34067 1.43136 1.40295
H 1.97268 -1.13601 1.54490
H 2.83050 -2.26644 2.48554
C 1.31202 5.04612 -1.65289
O 0.66873 6.04025 -1.97309
N 0.65722 3.91667 -1.32342
N 2.64785 4.97539 -1.38339
H 1.10313 3.05980 -1.03351
H -0.33912 3.92923 -1.44406
H 3.17607 5.76259 -1.71874
H 3.01236 4.09093 -1.08409
C 0.87507 -4.39348 2.96265
O 1.50921 -4.87126 2.02173
N 0.64788 -3.05842 3.06376
N 0.38902 -5.12253 3.96829
H 0.94518 -2.41138 2.35366
H -0.15697 -2.72455 3.56540
H 0.91163 -5.97663 4.07934
H -0.32697 -4.80605 4.59327
C -1.53912 -3.66296 -1.02903
O -1.72884 -4.85286 -1.23166
N -0.56387 -2.95715 -1.62261
N -2.18660 -2.88891 -0.11116
H 0.02398 -3.40869 -2.30431
H -0.65016 -1.96479 -1.75095
H -2.89210 -3.25361 0.52799
H -1.50199 -2.20285 0.18199
C -3.37063 -0.10520 -2.44064
O -2.24986 -0.42942 -2.90507
N -4.01460 -0.68036 -1.39924
N -4.12135 0.87462 -2.98385
H -4.99038 -0.48919 -1.28479
H -3.53927 -1.36336 -0.82010
H -5.03549 0.97202 -2.58583
H -3.83165 1.37277 -3.80509
C -3.70430 2.89041 0.13056
O -4.62033 3.68771 0.06256
N -2.55171 3.03413 -0.62925
N -3.58067 1.78629 0.91655
H -1.68705 2.50083 -0.57946
H -2.68997 3.72746 -1.34774
H -4.36748 1.57996 1.50992
H -2.66329 1.42676 1.11692
```


Here is a 10-piece molecular cluster, C10H40N14O10 overall at a distorted geometry from OMol25. Energies are from the ωB97M-V functional and the def2-TZVPD basis.

The calculation puts the HOMO energy at -9.30 eV. The LUMO energy is -0.00415 Eh. Its SMILES is NC(N)=O.NC(N)=O.NC(N)=O.NC(N)=O.NC(N)=O.NC(N)=O.NC(N)=O.CO.CO.CO.

Structure (XYZ):
```
74
C10H40N14O10 (the ωB97M-V functional and the def2-TZVPD basis)
N -1.45140 4.04706 -2.08098
C -0.83246 5.02425 -2.65169
N -1.56700 6.06905 -2.34263
O 0.21546 4.94206 -3.23837
H -1.29749 3.07396 -2.30340
H -2.27639 4.05516 -1.49838
H -2.52228 5.81127 -2.13991
H -1.28637 6.89855 -2.84590
N 2.32655 -4.26772 -0.59156
C 1.34983 -3.62891 -0.03541
N 1.21016 -2.36114 -0.61812
O 0.61442 -4.05313 0.88944
H 2.86487 -3.81526 -1.31653
H 2.55164 -5.21495 -0.32285
H 1.97518 -2.10433 -1.22549
H 0.45722 -1.74151 -0.35498
N -0.28864 1.18977 3.94306
C -1.62742 1.10572 4.00525
N -2.03413 0.02170 3.42773
O -2.36378 1.90557 4.62187
H 0.28236 0.55997 3.39770
H 0.10022 1.97311 4.44829
H -3.02490 -0.16759 3.37642
H -1.35702 -0.58772 2.99157
N -1.44091 -3.69718 -2.90947
C -1.51551 -2.60343 -3.63683
N -1.03242 -1.58556 -2.96603
O -1.95192 -2.47737 -4.77144
H -0.61508 -3.69772 -2.32800
H -1.70803 -4.54918 -3.38152
H -0.67750 -1.76638 -2.03790
H -1.03843 -0.69487 -3.44221
N -2.98744 -0.81504 0.64027
C -2.02685 -1.57161 0.39553
N -2.02511 -2.70695 1.01227
O -1.03391 -1.21638 -0.32376
H -2.85475 0.05895 0.15175
H -3.81991 -1.31763 0.91321
H -2.82277 -3.03871 1.53553
H -1.27344 -3.35818 0.83623
N 2.37954 -1.47846 -4.41783
C 2.92792 -1.52749 -3.27044
N 2.62857 -0.47435 -2.57889
O 3.37054 -2.51956 -2.77581
H 2.10797 -0.53847 -4.66834
H 2.15662 -2.26545 -5.01034
H 2.13017 0.30466 -2.98489
H 3.08379 -0.28565 -1.69726
N -1.97521 4.46305 2.70613
C -2.55118 4.27488 1.54534
N -2.37672 3.09483 1.07286
O -3.33184 5.07886 1.03609
H -2.36473 5.16713 3.31658
H -1.09442 3.99033 2.85048
H -1.54435 2.66319 1.44829
H -2.92887 2.70411 0.32282
C 0.57301 -2.51468 3.67049
O 1.16826 -1.47295 2.78713
H 0.89421 -3.48398 3.28917
H 0.87576 -2.36036 4.70617
H -0.50233 -2.36163 3.57924
H 0.86596 -1.81246 1.94158
C 1.04667 1.54773 0.16767
O -0.24974 1.54121 -0.37501
H 1.63027 0.96791 -0.54740
H 1.26864 2.60499 0.31275
H 1.17174 1.00749 1.10607
H -0.60172 0.64868 -0.34218
C 4.18565 -0.19290 1.24315
O 4.08878 0.23262 -0.09231
H 4.28749 -1.27805 1.22975
H 5.09580 0.24764 1.65016
H 3.39744 0.01990 1.96532
H 4.99166 0.30955 -0.40929
```


What are the energy above the lowest of the compared OMol25 structures with the same formula, charge and spin values for these records? In order: 23.5; 100.5; 133.5 kcal per mole.